(1)
Density functional theory data (ωB97M-V/def2-TZVPD) for an isolated molecule of C4H7N at a distorted geometry.

Structure (XYZ):
```
12
Properties=species:S:1:pos:R:3:nbo_charge:R:1
C -0.99 0.52 -1.37 -0.40
C 0.31 0.39 -1.01 -0.18
C 0.83 -0.37 0.16 -0.14
C -0.08 -0.81 1.18 -0.27
N 0.84 0.30 1.43 -0.57
H -1.77 -0.08 -0.87 0.19
H -1.30 1.10 -2.21 0.20
H 1.07 0.95 -1.53 0.20
H 1.77 -0.89 -0.07 0.21
H -1.14 -0.58 1.05 0.20
H 0.16 -1.69 1.84 0.21
H 0.30 1.17 1.38 0.35
```

Computed properties:
Lowest unoccupied orbital energy, eV: 1.208
SMILES string: C=C[C@@H]1CN1
Total energy, eV: -5749.528
Energy above the lowest of the compared OMol25 structures with the same formula, charge and spin, kJ/mol: 182.2
Charge: 0
HOMO energy, eV: -9.40

(2)
Density functional theory data (ωB97M-V/def2-TZVPD) for a structure of composition C2H6NO4PS at a distorted geometry.

Structure (XYZ):
```
15
Properties=species:S:1:pos:R:3:nbo_charge:R:1
C -0.46 -0.87 0.16 0.17
C 0.21 0.44 -0.29 -0.33
N 1.64 0.37 0.02 -0.83
O -4.07 -0.49 0.09 -1.02
O -2.83 1.56 0.68 -0.97
O -1.60 -0.66 0.94 -0.79
O -2.18 0.25 -1.39 -1.11
P -2.65 0.14 -0.03 2.55
S 0.08 -2.36 -0.05 0.06
H -0.32 1.32 0.25 0.20
H 0.09 0.65 -1.40 0.26
H 2.21 -0.32 -0.50 0.38
H 1.81 0.22 1.01 0.36
H -2.62 2.21 0.11 0.50
H -4.43 -1.33 -0.39 0.56
```

Computed properties:
Lowest unoccupied orbital energy, eV: -0.105
Total energy, eV: -31977.171
Energy above the lowest of the compared OMol25 structures with the same formula, charge and spin, kJ/mol: 40.1
Charge: 0
HOMO energy, eV: -9.24

(3)
Density functional theory data (ωB97M-V/def2-TZVPD) for a cluster of 10 separate species, C33H60O30 in total at a distorted geometry.

Structure (XYZ):
```
123
Properties=species:S:1:pos:R:3:lowdin_charge:R:1
C -1.38 8.58 7.87 -0.02
C -0.08 9.38 7.78 -0.30
C -0.20 10.85 7.34 -0.06
O 0.43 11.55 8.42 0.04
C 0.92 10.68 9.35 -0.56
O 1.64 11.05 10.21 0.16
O 0.48 9.44 9.10 0.10
H -1.25 7.68 8.46 0.09
H -1.76 8.30 6.89 0.09
H -2.07 9.25 8.38 0.09
H 0.55 8.78 7.12 0.15
H -1.23 11.20 7.41 0.14
H 0.28 11.06 6.38 0.12
C 6.36 17.57 3.73 -0.03
C 6.21 19.08 3.52 -0.33
C 5.01 19.48 2.67 -0.10
O 4.49 20.62 3.34 0.08
C 4.94 20.63 4.60 -0.56
O 4.48 21.27 5.47 0.19
O 5.95 19.72 4.75 0.07
H 5.55 17.12 4.30 0.08
H 7.30 17.40 4.27 0.08
H 6.42 17.06 2.78 0.09
H 7.12 19.42 3.02 0.16
H 4.22 18.72 2.63 0.14
H 5.29 19.65 1.63 0.14
C 9.36 10.82 10.97 0.00
C 7.87 10.91 10.62 -0.30
C 7.11 9.60 10.53 -0.09
O 6.00 9.83 11.37 0.08
C 6.05 11.03 11.98 -0.57
O 5.22 11.46 12.70 0.17
O 7.25 11.59 11.74 0.08
H 9.83 10.64 10.00 0.07
H 9.57 10.01 11.66 0.09
H 9.75 11.74 11.40 0.08
H 7.62 11.54 9.76 0.13
H 7.69 8.73 10.84 0.13
H 6.81 9.46 9.49 0.13
C 7.96 21.00 11.75 -0.06
O 7.16 20.47 10.73 0.00
C 7.67 19.87 9.66 -0.63
O 8.78 20.03 9.24 0.15
O 6.68 19.19 9.11 0.01
C 6.90 18.60 7.84 -0.03
H 7.32 21.30 12.58 0.09
H 8.49 21.92 11.48 0.10
H 8.67 20.26 12.12 0.10
H 6.68 19.35 7.09 0.09
H 6.18 17.81 7.61 0.06
H 7.84 18.05 7.78 0.09
C -0.11 14.80 9.44 -0.06
O 0.89 14.98 8.46 0.00
C 1.67 16.07 8.62 -0.61
O 1.51 16.95 9.41 0.16
O 2.57 16.00 7.65 0.00
C 3.46 17.12 7.58 -0.03
H -0.50 15.75 9.82 0.10
H 0.19 14.22 10.32 0.09
H -0.98 14.28 9.04 0.09
H 4.08 17.13 6.69 0.08
H 4.11 17.03 8.46 0.09
H 2.97 18.09 7.67 0.11
C 5.29 16.27 11.62 -0.05
O 4.41 15.28 12.12 -0.01
C 3.43 15.72 12.92 -0.63
O 3.39 16.77 13.48 0.15
O 2.47 14.82 13.04 0.02
C 2.51 13.63 12.23 -0.02
H 5.95 15.97 10.82 0.07
H 5.84 16.79 12.40 0.09
H 4.71 17.11 11.22 0.11
H 3.48 13.17 12.37 0.08
H 2.32 13.83 11.18 0.07
H 1.64 13.06 12.54 0.10
C 9.52 13.95 8.60 -0.06
O 9.85 15.33 8.49 0.01
C 9.57 16.19 9.48 -0.62
O 9.96 17.32 9.45 0.15
O 8.79 15.68 10.41 0.00
C 8.62 16.50 11.56 -0.03
H 8.51 13.73 8.92 0.08
H 10.19 13.52 9.36 0.10
H 9.84 13.44 7.70 0.07
H 9.61 16.59 12.01 0.11
H 8.00 16.08 12.35 0.09
H 8.16 17.47 11.34 0.09
C 10.10 10.72 6.67 -0.05
O 8.92 10.09 6.21 0.00
C 7.78 10.82 6.29 -0.59
O 7.57 11.64 7.15 0.12
O 6.97 10.37 5.36 0.03
C 5.60 10.80 5.39 -0.01
H 10.96 10.13 6.37 0.10
H 10.08 10.96 7.73 0.07
H 10.33 11.66 6.15 0.10
H 5.09 10.35 6.24 0.10
H 5.21 10.38 4.47 0.10
H 5.45 11.88 5.40 0.08
C -0.91 13.12 2.15 -0.03
O 0.30 12.75 2.79 0.00
C 0.50 13.08 4.05 -0.64
O -0.28 13.72 4.72 0.13
O 1.65 12.59 4.47 0.00
C 2.30 13.22 5.56 -0.02
H -1.02 12.41 1.32 0.09
H -0.81 14.09 1.67 0.10
H -1.74 13.06 2.84 0.10
H 2.55 14.24 5.29 0.11
H 3.18 12.67 5.87 0.07
H 1.67 13.22 6.46 0.08
C 7.19 15.00 5.92 -0.04
O 5.94 14.49 6.30 0.00
C 5.59 14.30 7.57 -0.61
O 5.96 14.96 8.50 0.14
O 4.75 13.27 7.60 -0.03
C 4.22 12.84 8.85 0.01
H 7.45 15.94 6.42 0.09
H 7.12 15.27 4.87 0.08
H 8.03 14.32 6.11 0.09
H 3.36 12.20 8.64 0.08
H 3.83 13.71 9.38 0.09
H 4.97 12.35 9.46 0.10
```

Computed properties:
Lowest unoccupied orbital energy, eV: 0.061
SMILES string: C[C@H]1COC(=O)O1.C[C@H]1COC(=O)O1.C[C@H]1COC(=O)O1.COC(=O)OC.COC(=O)OC.COC(=O)OC.COC(=O)OC.COC(=O)OC.COC(=O)OC.COC(=O)OC
Total energy, eV: -96618.268
Energy above the lowest of the compared OMol25 structures with the same formula, charge and spin, kJ/mol: 46.3
Charge: 0
HOMO energy, eV: -10.09

(4)
Density functional theory data (ωB97M-V/def2-TZVPD) for a structure of composition C18H21N5O2PtS2Si.

Structure (XYZ):
```
50
Properties=species:S:1:pos:R:3:nbo_charge:R:1
Pt -0.78 -1.39 -1.12 0.68
C 0.85 5.42 -0.54 -1.12
Si 0.45 3.73 0.17 1.63
C 1.92 3.07 1.11 -1.12
C -1.05 3.85 1.27 -1.12
C 0.08 2.58 -1.28 -0.51
C 0.12 2.99 -2.61 -0.12
C -0.13 2.10 -3.66 -0.29
C -0.42 0.79 -3.36 0.07
N -0.48 0.38 -2.10 -0.48
C -0.23 1.23 -1.08 0.11
S -0.33 0.31 0.39 -0.12
H 1.08 6.11 0.26 0.24
H 0.01 5.83 -1.11 0.24
H 1.72 5.39 -1.20 0.24
H 2.15 3.72 1.96 0.23
H 2.80 3.02 0.47 0.24
H 1.72 2.06 1.48 0.25
H -0.85 4.49 2.13 0.24
H -1.34 2.86 1.64 0.25
H -1.91 4.26 0.73 0.24
H 0.35 4.02 -2.84 0.22
H -0.08 2.43 -4.69 0.23
H -0.63 0.05 -4.13 0.20
N 1.25 0.53 4.62 -0.79
C 0.96 -0.49 3.73 0.18
C 1.95 -1.02 2.90 -0.24
C 1.66 -2.04 2.02 -0.14
C 0.37 -2.56 1.98 -0.41
C -0.63 -2.06 2.81 -0.15
C -0.33 -1.03 3.67 -0.26
S 0.02 -3.88 0.89 2.32
O -0.64 -4.93 1.61 -0.93
O 1.21 -4.18 0.14 -0.95
N -1.12 -3.17 -0.12 -0.89
C -1.36 -3.88 -1.28 0.58
N -1.28 -3.02 -2.32 -0.52
C -1.49 -3.46 -3.55 0.11
C -1.78 -4.79 -3.77 -0.34
C -1.85 -5.60 -2.64 0.12
N -1.65 -5.16 -1.41 -0.44
H 2.06 1.09 4.39 0.38
H 0.47 1.08 4.93 0.38
H 2.95 -0.61 2.94 0.21
H 2.41 -2.44 1.36 0.25
H -1.62 -2.48 2.77 0.24
H -1.11 -0.63 4.32 0.21
H -1.42 -2.74 -4.36 0.21
H -1.95 -5.18 -4.76 0.23
H -2.08 -6.66 -2.74 0.20
```

Computed properties:
Lowest unoccupied orbital energy, eV: 0.053
Total energy, eV: -63349.393
Energy above the lowest of the compared OMol25 structures with the same formula, charge and spin, kJ/mol: 0.0
Charge: 0
HOMO energy, eV: -7.96

(5)
Density functional theory data (ωB97M-V/def2-TZVPD) for a structure of composition C28H39Cl2InN4O4 at a distorted geometry.

Structure (XYZ):
```
78
Properties=species:S:1:pos:R:3:lowdin_charge:R:1
O -0.48 0.48 -2.52 -0.16
C -1.30 1.31 -2.96 -0.29
C -0.88 1.92 -4.23 -0.16
C 0.39 2.52 -4.35 -0.03
H 1.03 2.61 -3.47 0.11
C 0.82 2.99 -5.60 -0.09
H 1.79 3.49 -5.70 0.10
C 0.00 2.82 -6.73 -0.10
H 0.31 3.20 -7.70 0.10
C -1.24 2.16 -6.61 -0.09
H -1.86 1.97 -7.50 0.10
C -1.68 1.72 -5.36 -0.03
H -2.62 1.18 -5.23 0.12
H -3.42 1.47 -2.86 0.15
C -2.63 3.27 -1.97 -0.04
C -2.56 1.76 -2.23 -0.35
H -3.28 3.46 -1.12 0.06
H -3.04 3.76 -2.84 0.07
H -1.62 3.65 -1.77 0.09
C -2.67 0.96 -0.99 -0.24
C -3.10 1.48 0.31 -0.20
H -2.61 -0.12 -1.08 0.00
H -2.75 2.51 0.52 0.06
H -2.73 0.85 1.13 0.06
H -4.20 1.49 0.39 0.06
In 0.39 -1.02 -1.30 0.41
Cl 0.97 1.01 -0.09 0.19
Cl -1.58 -2.30 -2.04 0.13
H 5.13 0.99 -3.86 0.09
H 5.91 1.43 -1.93 0.09
C 4.16 0.55 -3.60 0.00
C 5.07 1.09 -1.33 -0.02
N 4.21 0.27 -2.16 -0.16
H 4.00 -0.39 -4.14 0.10
C 3.29 -0.50 -1.62 -0.29
O 2.31 -0.99 -2.30 -0.11
H 5.44 0.50 -0.48 0.10
H 3.38 -0.69 -0.54 0.14
H 3.36 1.26 -3.84 0.10
H 4.55 1.97 -0.93 0.10
H -1.37 -4.64 1.70 0.10
H -0.86 -6.72 -0.21 0.09
C -1.40 -4.03 0.79 -0.05
C -0.98 -5.85 -0.88 -0.04
N -0.52 -4.64 -0.21 -0.19
H -1.06 -3.02 1.01 0.07
C 0.62 -4.08 -0.60 -0.29
O 0.98 -2.91 -0.26 -0.15
H -0.36 -6.01 -1.78 0.09
H 1.28 -4.68 -1.25 0.16
H -2.42 -4.02 0.41 0.09
H -2.03 -5.76 -1.16 0.10
C 1.52 0.73 6.36 -0.01
N 1.50 0.82 4.91 -0.09
N 0.82 -0.11 4.18 0.05
C 1.41 -0.21 2.89 -0.42
O 1.06 -1.05 2.05 -0.06
C 2.46 0.78 2.92 0.03
C 2.54 1.29 4.17 -0.27
C 3.55 2.22 4.73 -0.02
C -0.47 -0.58 4.52 -0.16
C -1.34 0.18 5.32 -0.04
C -2.62 -0.31 5.59 -0.08
C -3.07 -1.49 5.00 -0.09
C -2.23 -2.20 4.13 -0.07
C -0.92 -1.77 3.92 -0.01
H 2.13 -0.11 6.72 0.11
H 0.51 0.61 6.75 0.07
H 1.94 1.66 6.75 0.09
H 3.05 1.03 2.06 0.08
H 3.12 2.92 5.46 0.08
H 4.39 1.70 5.21 0.09
H 3.98 2.81 3.91 0.09
H -1.01 1.15 5.70 0.11
H -3.25 0.26 6.28 0.10
H -4.07 -1.86 5.21 0.10
H -2.58 -3.09 3.61 0.10
H -0.25 -2.32 3.26 0.10
```

Computed properties:
Lowest unoccupied orbital energy (alpha / beta), eV: 0.263 / 0.226
Total energy, eV: -74035.353
Energy above the lowest of the compared OMol25 structures with the same formula, charge and spin, kJ/mol: 59.8
Charge: 0
HOMO energy (alpha / beta), eV: -3.54 / -3.25